ORCA calculation (wB97M-V/def2-TZVPD) on a 2-piece molecular cluster, C3H8NOS overall.

```
14
Properties=species:S:1:pos:R:3:forces:R:3
C 1.391 0.529 -0.119 -1.71 -1.59 -1.62
C 1.134 1.902 0.306 -0.52 0.72 2.01
C -0.384 -1.953 0.338 -0.53 1.77 2.50
N -0.442 -0.505 -0.047 -1.13 2.41 -3.27
O 1.877 0.057 -1.280 -0.53 0.68 0.33
S 2.508 -0.698 0.165 1.07 -0.29 0.63
H 2.094 2.432 0.087 -0.60 -0.26 0.43
H 0.987 1.758 1.477 0.19 1.01 -2.44
H 0.301 2.515 -0.198 1.11 -1.40 0.72
H 0.534 -2.279 -0.128 -0.03 -0.70 0.10
H -0.297 -1.913 1.514 -0.13 -0.68 -2.42
H -1.290 -2.489 -0.002 0.63 0.23 0.26
H -1.167 0.158 0.377 1.20 -1.72 -0.13
H -0.720 -0.444 -1.130 0.97 -0.17 2.89
```
Positions in Å, forces in eV/Å.

Computed properties:
electronic energy: -17603.0585 eV
HOMO-LUMO gap: 9.4 eV
multiplicity: 1
HOMO level: -14.4 eV
net charge: +1
relative energy (zero: lowest compared OMol25 entry of this formula, charge and spin): 325.5 kJ/mol

ORCA calculation (wB97M-V/def2-TZVPD) on C6H14Ag2FN2O2 as an isolated structure.

```
27
Properties=species:S:1:pos:R:3:forces:R:3
Ag 1.119 -0.805 2.781 0.21 -0.01 -1.22
Ag -0.297 1.844 0.830 -0.57 -1.37 -0.35
F 0.228 -0.502 0.581 0.32 1.08 1.24
C 3.342 0.762 1.286 0.11 3.43 -0.57
O 3.304 -0.285 1.856 -0.65 -3.14 1.83
N 3.401 0.937 -0.007 0.69 -1.37 -2.77
C 3.392 -0.262 -0.919 -1.70 0.57 -0.30
C 3.518 2.194 -0.774 0.93 0.28 2.18
H 3.332 1.721 1.827 0.01 0.20 0.21
H 4.167 -1.027 -0.960 0.44 0.55 0.91
H 3.315 0.156 -1.923 0.07 -0.16 0.04
H 2.431 -0.746 -0.746 0.06 -0.32 0.09
H 4.030 2.943 -0.170 0.57 -0.16 0.17
H 4.187 1.912 -1.587 -0.73 0.83 -0.41
H 2.580 2.735 -0.896 -0.30 -0.73 -1.12
C -3.558 0.344 0.585 1.44 -0.64 -0.35
O -2.623 1.187 0.569 -1.29 -0.69 0.17
N -3.550 -0.838 -0.089 -0.95 2.57 0.82
C -4.657 -1.764 0.092 0.35 -0.16 -0.43
C -2.403 -1.168 -0.842 2.11 -0.57 -0.59
H -4.452 0.424 1.224 0.22 0.47 -0.10
H -4.254 -2.777 0.090 -0.05 -0.02 0.17
H -5.350 -1.690 -0.747 -0.17 0.00 0.14
H -5.144 -1.563 1.046 -0.11 -0.08 -0.19
H -1.915 -1.965 -0.281 0.41 -0.16 -0.43
H -2.450 -1.421 -1.901 -1.20 -0.51 0.06
H -1.693 -0.345 -0.925 -0.24 0.08 0.79
```
Positions in Å, forces in eV/Å.

Computed properties:
electronic energy: -24232.0164 eV
HOMO-LUMO gap: 7.6 eV
multiplicity: 1
HOMO level: -12.4 eV
net charge: +1
relative energy (zero: lowest compared OMol25 entry of this formula, charge and spin): 0.0 kJ/mol

ORCA calculation (wB97M-V/def2-TZVPD) on a 2-piece molecular cluster, C2H6N6 overall.

```
14
Properties=species:S:1:pos:R:3:forces:R:3
C 1.701 -3.104 0.473 -0.33 -1.54 -0.33
C 1.686 -1.901 0.545 0.44 0.46 -1.28
N -2.901 1.548 0.079 -0.64 0.58 0.53
N -1.738 1.109 -0.106 -0.15 -2.69 -1.71
N 1.253 1.523 -0.108 1.08 0.71 0.49
N -1.472 0.330 -1.120 3.32 0.99 2.18
N 1.292 0.267 -0.162 1.37 -2.08 1.46
N 1.988 -0.585 0.565 -0.36 1.76 0.54
H 1.673 -4.199 0.283 -0.01 1.68 0.52
H -3.021 1.950 1.000 0.49 0.34 0.20
H -0.906 1.153 0.549 -1.15 0.55 -0.72
H 1.950 1.877 0.596 -0.77 -0.77 -0.49
H -2.235 0.171 -1.712 -1.88 0.26 -0.54
H 0.730 -0.138 -0.881 -1.40 -0.25 -0.84
```
Positions in Å, forces in eV/Å.

Computed properties:
electronic energy: -11104.3879 eV
HOMO-LUMO gap (alpha / beta): 8.5 / 8.5 eV
multiplicity: 1
HOMO level (alpha / beta): -8.7 / -8.7 eV
relative energy (zero: lowest compared OMol25 entry of this formula, charge and spin): 570.3 kJ/mol

ORCA calculation (wB97M-V/def2-TZVPD) on C29H48ClCoN4O4Si as an isolated structure.

```
88
Properties=species:S:1:pos:R:3:forces:R:3
O 1.503 -0.756 -2.421 -4.28 0.08 -3.61
C 0.562 -0.559 -3.217 -1.52 0.94 4.00
C 0.150 0.834 -3.604 1.49 -0.47 -0.82
C 0.882 1.911 -3.055 0.45 -0.68 -1.05
H 1.428 1.761 -2.118 -0.35 -0.02 -0.30
C 1.099 3.030 -3.856 -0.35 -0.35 1.32
H 1.783 3.775 -3.465 -0.23 0.30 -0.25
C 0.463 3.134 -5.076 -0.20 0.22 -0.84
H 0.580 4.041 -5.668 0.14 -0.25 0.02
C -0.341 2.107 -5.576 -0.59 -0.22 0.42
H -0.801 2.160 -6.552 -0.04 0.33 -0.05
C -0.556 0.957 -4.820 0.76 -0.22 0.40
H -1.156 0.090 -5.165 0.51 0.71 0.04
H -0.310 -1.276 -3.338 1.36 -0.16 -0.56
C -2.345 -2.358 -1.964 -2.85 -0.05 -0.56
C -2.460 -0.910 -1.400 3.19 -1.36 -1.17
H -2.888 -2.263 -2.943 0.13 -0.85 0.54
H -2.940 -3.035 -1.259 0.79 0.17 -1.11
H -1.371 -2.833 -2.182 -0.40 0.75 0.45
C -2.864 0.035 -2.281 -0.56 1.01 -1.34
C -4.324 -0.002 -2.554 0.31 0.42 -1.14
H -2.244 0.814 -2.819 -0.95 -0.76 1.27
H -4.474 0.645 -3.421 -0.78 -0.03 -0.04
H -4.861 0.355 -1.664 0.00 -0.07 -0.29
H -4.610 -1.038 -2.774 -0.30 0.17 0.08
Co -2.622 -1.294 0.310 2.04 0.14 1.48
Cl -4.157 0.107 0.882 -0.91 0.30 0.60
C -1.863 -0.823 3.310 0.79 -0.85 -1.96
O -1.418 -1.465 2.316 -1.43 0.77 2.28
N -1.392 -0.868 4.573 -0.26 -0.39 0.06
C -0.456 -1.885 5.038 0.26 0.34 0.13
C -2.153 -0.189 5.618 0.13 -0.04 -0.07
H -2.717 -0.139 3.176 0.25 -0.01 0.01
H 0.043 -2.361 4.191 -0.15 0.20 0.09
H -0.978 -2.636 5.648 -0.07 0.02 -0.18
H 0.298 -1.405 5.686 -0.18 -0.15 -0.40
H -2.628 0.697 5.194 0.07 -0.05 0.12
H -1.485 0.110 6.441 -0.12 -0.02 -0.39
H -2.933 -0.843 6.038 0.14 0.07 -0.06
H 5.150 1.216 -2.313 -0.10 0.07 -0.08
H 4.989 1.509 0.102 -0.03 -0.05 0.13
C 4.052 1.226 -2.254 -0.03 -0.63 0.43
C 4.011 1.024 0.214 -0.23 0.46 0.48
N 3.607 0.501 -1.062 0.50 -0.43 -0.44
H 3.637 0.745 -3.151 0.08 0.21 0.26
C 3.261 -0.816 -1.160 0.74 0.39 0.44
O 2.970 -1.545 -0.219 0.65 0.24 -0.63
H 4.072 0.195 0.928 -0.11 0.32 -0.08
H 3.166 -1.081 -2.217 1.39 -0.70 0.57
H 3.722 2.267 -2.210 -0.04 -0.09 -0.02
H 3.280 1.763 0.576 0.24 -0.22 0.11
H -0.324 -6.176 0.692 0.02 0.09 -0.06
H 2.050 -5.894 -0.543 -0.17 0.32 -0.22
C -0.695 -5.454 -0.044 -0.07 0.19 -0.18
C 1.480 -5.215 -1.206 -0.19 -0.10 0.52
N 0.383 -4.574 -0.479 -0.14 -1.05 -0.14
H -1.479 -4.832 0.405 0.23 -0.26 -0.16
C 0.259 -3.244 -0.315 -1.75 1.70 0.48
O -0.836 -2.702 -0.018 2.75 -1.51 0.44
H 2.148 -4.457 -1.610 0.02 0.02 0.05
H 1.194 -2.667 -0.460 -0.42 -0.08 -0.10
H -1.099 -6.014 -0.898 -0.03 0.13 0.15
H 1.074 -5.833 -2.029 0.11 0.36 0.24
C -1.720 2.466 -1.006 -0.18 0.24 0.18
Si -0.824 2.603 0.626 1.03 -1.83 0.65
C 0.511 3.868 0.216 0.12 0.80 0.07
C -2.025 3.258 1.903 -0.33 0.56 0.17
N -0.102 1.099 1.144 -1.46 1.19 -2.22
C 0.722 1.001 2.146 0.85 0.18 1.08
C 0.960 2.083 3.076 0.02 0.07 0.06
C 1.684 1.904 4.238 0.06 -0.34 -0.31
C 2.315 0.674 4.477 0.46 0.47 1.22
C 2.247 -0.346 3.530 -0.13 -0.34 -0.39
C 1.474 -0.210 2.391 -0.09 0.35 0.15
H -1.617 3.392 -1.585 -0.09 0.02 0.08
H -2.782 2.233 -0.872 0.15 -0.04 -0.10
H -1.243 1.679 -1.574 0.03 -0.02 0.17
H 0.021 4.854 0.099 0.29 -0.19 -0.05
H 1.278 3.960 0.992 -0.07 0.00 -0.10
H 1.018 3.633 -0.733 -0.19 -0.01 0.18
H -2.882 2.573 1.982 0.19 0.17 -0.10
H -1.576 3.365 2.899 -0.11 -0.03 -0.26
H -2.386 4.248 1.578 -0.11 -0.19 0.19
H 0.536 3.070 2.847 0.13 -0.53 0.27
H 1.761 2.740 4.939 0.13 -0.28 -0.06
H 2.884 0.545 5.408 -0.14 -0.03 -0.41
H 2.815 -1.278 3.690 -0.28 0.41 -0.04
H 1.412 -0.982 1.629 0.00 0.10 0.23
```
Positions in Å, forces in eV/Å.

Computed properties:
electronic energy: -103025.3186 eV
HOMO-LUMO gap (alpha / beta): 4.3 / 4.3 eV
multiplicity: 4
HOMO level (alpha / beta): -2.4 / -2.4 eV
⟨S²⟩: 3.893
net charge: -1
relative energy (zero: lowest compared OMol25 entry of this formula, charge and spin): 755.9 kJ/mol

ORCA calculation (wB97M-V/def2-TZVPD) on C29H36N8Sc as an isolated structure.

```
74
Properties=species:S:1:pos:R:3:forces:R:3
Sc 0.364 -0.245 1.158 0.55 -0.92 1.81
N -1.574 -3.143 3.039 0.11 -0.77 0.38
N 2.413 -1.753 0.079 0.91 -0.18 -0.19
C 0.393 2.291 1.110 0.65 -0.13 0.90
C 1.753 1.855 1.205 -0.75 -0.27 0.89
C 1.901 1.133 2.439 -1.04 0.82 -0.23
C 3.137 0.481 2.946 0.48 -0.31 0.35
H 3.965 0.603 2.238 -0.14 -0.06 0.15
H 2.992 -0.598 3.110 0.03 0.30 -0.13
H 3.437 0.923 3.909 0.06 -0.06 -0.19
C 0.655 1.207 3.139 0.26 0.57 -0.88
C 0.364 0.663 4.492 -0.23 0.02 0.49
H 0.288 1.477 5.231 0.09 -0.12 -0.08
H 1.146 -0.031 4.819 -0.21 0.13 -0.06
H -0.588 0.113 4.499 0.33 0.05 0.05
C -0.262 1.958 2.337 1.11 -0.50 -0.17
C -1.566 2.497 2.818 -0.28 -0.15 -0.03
H -2.102 1.760 3.431 0.01 0.15 -0.06
H -2.213 2.784 1.980 0.01 0.00 0.14
H -1.399 3.393 3.442 -0.13 -0.25 -0.18
C 2.877 2.297 0.335 0.37 -0.22 -0.42
H 3.550 2.979 0.885 -0.20 -0.18 -0.16
H 2.511 2.837 -0.546 0.10 -0.12 0.11
H 3.483 1.449 -0.014 -0.05 0.17 0.00
C -0.195 3.071 -0.016 -0.21 0.28 -0.25
H -1.228 2.753 -0.222 0.20 0.14 0.03
H 0.374 2.914 -0.943 -0.15 0.09 0.17
H -0.210 4.152 0.210 -0.04 -0.25 -0.18
C -2.444 -4.084 2.721 0.23 -0.71 -0.82
H -3.290 -4.229 3.405 0.10 0.17 -0.25
C -2.336 -4.897 1.571 -0.29 0.21 0.58
H -3.137 -5.595 1.344 0.14 0.04 -0.09
C -1.183 -4.782 0.788 0.31 0.43 0.29
H -1.061 -5.369 -0.118 -0.01 -0.11 0.10
C -0.186 -3.897 1.181 -0.61 0.40 0.34
H 0.772 -3.777 0.679 -0.27 -0.12 -0.09
C -0.419 -3.004 2.292 -1.06 -0.21 -0.61
C 0.363 -1.866 2.545 1.10 1.40 -0.46
H 0.845 -1.873 3.530 -0.63 0.35 0.21
C 1.488 -1.030 -0.534 0.81 -0.35 -1.08
C 3.407 -2.082 -0.837 -1.01 0.86 -0.38
H 4.257 -2.686 -0.580 0.15 -0.04 0.06
C 3.080 -1.534 -2.050 -0.25 -0.35 -0.06
H 3.568 -1.577 -3.013 -0.08 -0.02 0.05
N 1.851 -0.907 -1.873 0.71 -0.34 0.33
C 1.057 -0.159 -2.771 0.03 0.62 0.35
C 1.579 1.011 -3.351 -0.80 0.02 0.02
C 0.680 1.888 -3.979 -0.06 -0.62 -0.16
H 1.055 2.834 -4.378 -0.10 -0.26 -0.04
C -0.676 1.566 -4.105 0.20 -0.16 0.35
C -1.604 2.419 -4.917 -0.19 0.21 -0.02
H -2.498 2.682 -4.336 0.13 0.06 -0.15
H -1.945 1.884 -5.815 0.11 0.14 0.19
H -1.101 3.338 -5.236 -0.18 -0.08 0.02
C -1.169 0.417 -3.474 0.57 -0.05 -0.21
H -2.238 0.194 -3.509 0.22 0.01 -0.06
C -0.315 -0.469 -2.816 0.18 0.40 -0.54
C -0.835 -1.746 -2.239 -0.26 -0.48 0.47
H -0.749 -2.584 -2.947 -0.06 0.28 0.03
H -1.885 -1.620 -1.956 0.09 -0.19 -0.20
H -0.289 -2.040 -1.332 -0.32 0.04 -0.40
C 3.032 1.364 -3.268 0.42 0.36 0.05
H 3.573 1.088 -4.188 -0.18 -0.01 0.20
H 3.543 0.879 -2.431 -0.19 0.10 -0.15
H 3.144 2.451 -3.150 -0.01 -0.23 -0.04
N -4.665 -0.112 -1.094 -0.21 -0.13 -0.50
N -3.750 0.092 -0.074 2.08 -2.11 0.92
N -4.010 -0.552 1.107 0.82 1.42 -0.93
C -2.790 -0.665 1.617 -0.39 -0.18 0.12
N -1.818 -0.244 0.783 -2.16 0.63 -1.83
N -2.423 0.173 -0.351 -1.36 -0.07 1.97
H -4.565 0.563 -1.844 -0.04 0.18 0.39
H -5.597 -0.184 -0.697 0.30 0.29 -0.04
H -2.584 -1.098 2.591 0.16 -0.06 -0.17
```
Positions in Å, forces in eV/Å.

Computed properties:
electronic energy: -63276.3553 eV
HOMO-LUMO gap (alpha / beta): 3.9 / 3.9 eV
multiplicity: 1
HOMO level (alpha / beta): -1.7 / -1.7 eV
net charge: -1
relative energy (zero: lowest compared OMol25 entry of this formula, charge and spin): 29.4 kJ/mol

ORCA calculation (wB97M-V/def2-TZVPD) on C2H3OP as an isolated structure.

```
7
Properties=species:S:1:pos:R:3:forces:R:3
C 0.301 -0.837 0.073 -1.56 -1.42 -1.30
C -0.383 0.440 -0.037 -1.59 0.58 2.50
O 0.673 1.319 0.030 3.39 -0.93 -0.28
P 1.916 -0.440 -0.002 -2.59 2.98 0.39
H -0.365 -1.697 -0.061 0.95 -0.45 0.41
H -1.029 0.620 -0.911 0.16 -0.42 -0.03
H -1.113 0.595 0.907 1.22 -0.35 -1.68
```
Positions in Å, forces in eV/Å.

Computed properties:
electronic energy: -13455.4677 eV
HOMO-LUMO gap: 9.0 eV
multiplicity: 1
HOMO level: -9.7 eV
relative energy (zero: lowest compared OMol25 entry of this formula, charge and spin): 221.1 kJ/mol